[1]
Computed, not measured: C17H31Cl3O2P2Zn as an isolated structure at a distorted geometry, with wB97M-V/def2-TZVPD.

Element x y z (Å)
P1 0.006400 -1.687842 -2.580773
P2 0.360990 1.544198 -2.041707
C1 -0.249477 -0.487472 -3.952300
C2 0.474935 0.835931 -3.760394
H1 -1.337198 -0.348657 -4.060675
H2 0.130766 -1.008585 -4.841678
H3 1.543717 0.738450 -4.001415
H4 0.027714 1.584577 -4.426877
C3 -1.357669 2.218031 -2.245740
H5 -1.604175 2.836820 -1.370215
H6 -2.087698 1.393358 -2.300883
H7 -1.406778 2.821399 -3.165717
C4 1.438512 2.966255 -2.458863
H8 1.053467 3.483079 -3.351406
H9 2.440933 2.561262 -2.660156
H10 1.496538 3.654370 -1.608097
C5 -1.198103 -2.953949 -3.070361
H11 -1.278983 -3.710587 -2.281740
H12 -0.861941 -3.404791 -4.015781
H13 -2.176255 -2.471883 -3.207857
C6 1.696663 -2.284030 -2.881424
H14 2.404090 -1.442759 -2.862445
H15 1.709795 -2.775936 -3.862838
H16 1.989975 -2.992282 -2.098421
Zn1 1.007876 0.639644 3.959322
C7 0.195808 0.966261 0.952430
C8 -1.058729 0.842376 0.482257
C9 -1.597434 -0.307068 -0.238994
C10 -1.834956 -1.618138 0.559396
C11 -0.712735 -2.581826 0.523915
C12 0.514758 -2.377675 0.002735
C13 1.285074 -1.083924 -0.028870
C14 1.191443 -0.115792 1.169103
C15 0.802003 -1.253529 4.390654
H17 0.519699 1.949706 1.305605
H18 -1.723400 1.676892 0.628176
H19 -0.931675 -0.595567 -1.100690
H20 -2.550236 0.002027 -0.695157
H21 -2.133266 -1.402884 1.593736
H22 -2.711749 -2.094698 0.083259
H23 -0.961625 -3.558768 0.936694
H24 1.095472 -3.270731 -0.272545
H25 1.001208 -0.460839 -0.902676
H26 2.340484 -1.306872 -0.249548
H27 1.025230 -0.645095 2.114926
H28 2.167023 0.385616 1.252747
H29 1.626501 -1.606473 5.035106
H30 0.703943 -1.915257 3.519662
H31 -0.161620 -1.254811 4.928510
Cl1 -1.062998 1.999876 7.849129
C16 -0.533448 3.184574 6.626261
Cl2 -1.868415 4.213455 6.117705
Cl3 0.761551 4.162360 7.329403
C17 -0.006973 2.344729 5.384164
O1 -0.864183 1.682317 4.728827
O2 1.259165 2.331178 5.122521

Forces on atoms 1 to 6 (eV/Å):
-0.630 0.909 -0.182
0.137 -0.228 -1.368
0.282 -0.751 -0.475
-0.092 0.094 -0.014
0.339 -0.021 0.021
-0.329 0.342 -0.321

relative energy (zero: lowest compared OMol25 entry of this formula, charge and spin) = 228.7 kJ/mol
Kohn-Sham gap = 7.03 eV
HOMO level = -6.993 eV
electronic energy = -126786.238 eV
total charge = 0

Here are the Mulliken charges for atoms 1 to 2, given in e:
1 P 1.981
2 P 1.105

=====

[2]
Computed, not measured: a 2-piece molecular cluster, C11H11BrN2 overall at a distorted geometry, with wB97M-V/def2-TZVPD.

Element x y z (Å)
C1 1.376161 1.605499 -1.915565
C2 0.393268 -1.558317 0.511147
C3 -0.895485 -1.468711 1.021641
C4 0.806496 -0.469118 -0.305434
C5 -0.178555 0.559839 -0.549002
C6 -1.670947 -0.386911 0.815774
C7 0.065121 1.646549 -1.515240
C8 2.200965 0.730962 -1.492288
C9 -3.019321 -0.338623 1.457505
C10 -0.973206 2.672300 -1.777022
C11 3.134288 -1.186845 -0.197802
N1 -1.375426 0.568698 -0.011972
N2 2.038076 -0.381606 -0.799517
Br1 1.976179 -1.115677 3.112129
H1 1.050916 -2.390495 0.894899
H2 -1.284481 -2.230415 1.727027
H3 -3.588298 0.460470 1.110523
H4 -3.440040 -1.282439 1.269061
H5 -3.073783 -0.021086 2.598393
H6 -0.921367 2.833605 -2.894840
H7 -0.906503 3.689741 -1.237084
H8 -1.901366 2.161395 -1.507716
H9 3.355914 -0.896225 0.725466
H10 2.838794 -2.205996 -0.198265
H11 3.992598 -0.996596 -0.841817

Forces on atoms 1 to 6 (eV/Å):
-2.369 1.749 -1.601
0.013 0.094 0.680
1.594 -2.412 1.498
-2.906 -1.270 1.525
0.873 0.551 -1.663
-2.355 0.874 0.484

2S+1 = 3
relative energy (zero: lowest compared OMol25 entry of this formula, charge and spin) = 28.0 kJ/mol
Kohn-Sham gap (alpha / beta) = 6.17 / 4.82 eV
HOMO level (alpha / beta) = -6.522 / -8.595 eV
electronic energy = -84601.734 eV
total charge = 0
⟨S²⟩ = 2.0103

Here are the Mulliken charges for atoms 1 to 2, given in e:
1 C -0.536
2 C -1.197

=====

[3]
Computed, not measured: a 2-piece molecular cluster, C5H11N2 overall at a distorted geometry, with wB97M-V/def2-TZVPD.

Element x y z (Å)
C1 -2.936390 -0.056044 1.599409
C2 -1.483793 1.382468 0.206368
C3 0.714156 0.316402 0.843822
C4 1.915864 0.296344 -1.192190
C5 0.637688 -1.690960 -0.431583
N1 -2.354843 0.608281 0.785870
N2 1.032722 -0.293152 -0.271058
H1 -3.887935 -0.455893 1.856616
H2 -1.171364 2.289090 0.634348
H3 -1.441407 1.096528 -0.817959
H4 1.066009 1.325018 1.051326
H5 0.211789 -0.174307 1.524711
H6 1.596810 -0.149829 -2.109492
H7 1.790396 1.438846 -1.175869
H8 2.944208 0.029490 -0.999576
H9 1.202745 -2.140439 -1.333179
H10 0.671741 -2.270892 0.544034
H11 -0.508395 -1.550950 -0.715597

Forces on atoms 1 to 6 (eV/Å):
1.555 0.431 -2.144
-0.258 -1.578 -0.787
1.983 2.300 -4.780
0.063 2.158 -1.063
-2.385 -0.350 -1.349
-1.262 -0.767 3.360

relative energy (zero: lowest compared OMol25 entry of this formula, charge and spin) = 458.7 kJ/mol
Kohn-Sham gap (alpha / beta) = 7.37 / 7.37 eV
HOMO level (alpha / beta) = -11.827 / -11.828 eV
electronic energy = -8332.365 eV
total charge = +1

Here are the Mulliken charges for atoms 1 to 2, given in e:
1 C -0.157
2 C -0.831

=====

[4]
Computed, not measured: a single C4H8N2O molecule, with wB97M-V/def2-TZVPD.

Element x y z (Å)
C1 0.459529 0.867287 0.135212
C2 -0.650090 1.417991 0.947500
C3 0.732498 -0.536818 -0.168194
C4 -0.554423 -1.233184 -0.505583
O1 1.452767 1.696659 -0.117460
N1 1.931117 -0.822974 -0.519277
N2 -1.425251 -1.542136 0.447820
H1 2.174741 1.130272 -0.488366
H2 -0.718335 -0.027166 -1.039264
H3 2.038224 -1.785693 -0.827452
H4 -2.233562 -2.004381 0.032047
H5 -0.484466 -1.818322 -1.438093
H6 -1.531516 0.779068 0.903455
H7 -0.860922 2.443300 0.641781
H8 -0.330312 1.436099 1.995875

Forces on atoms 1 to 6 (eV/Å):
0.132 -0.059 0.058
-0.006 -0.036 0.006
0.126 0.075 -0.085
0.159 0.153 -0.276
0.024 -0.143 -0.013
-0.141 0.021 0.079

relative energy (zero: lowest compared OMol25 entry of this formula, charge and spin) = 487.2 kJ/mol
Kohn-Sham gap (alpha / beta) = 8.19 / 7.01 eV
HOMO level (alpha / beta) = -8.464 / -7.574 eV
electronic energy = -9301.344 eV
total charge = 0

Here are the Mulliken charges for atoms 1 to 2, given in e:
1 C -0.058
2 C -0.971

=====

[5]
Computed, not measured: a 2-piece molecular cluster, C8H18S2 overall, with wB97M-V/def2-TZVPD.

Element x y z (Å)
C1 -0.633950 1.960639 2.192599
C2 -0.114350 1.220780 3.196679
C3 -1.273200 1.386349 0.949620
C4 -0.652400 3.471379 2.164729
C5 0.525140 1.795079 4.439528
C6 -0.096150 -0.289960 3.224679
H1 -0.722750 1.749739 0.065560
H2 -1.278039 0.283500 0.932220
H3 -2.314799 1.743769 0.886930
H4 -0.194340 3.929049 3.057659
H5 -0.105350 3.817998 1.271860
H6 -1.698389 3.813599 2.091319
H7 0.531710 2.897939 4.456038
H8 -0.026250 1.433279 5.323658
H9 1.566149 1.436070 4.502948
H10 -0.641710 -0.636280 4.118569
H11 -0.555930 -0.747630 2.332629
H12 0.949880 -0.632470 3.296279
S1 3.185899 0.970970 2.114429
S2 2.022829 0.495700 0.509400
C7 2.992889 2.764309 2.206489
C8 3.153319 0.765600 -0.872960
H13 3.564808 3.113459 3.082619
H14 1.935799 3.049549 2.339959
H15 3.382969 3.270209 1.307330
H16 3.471709 1.818919 -0.948890
H17 4.051969 0.131660 -0.788350
H18 2.616159 0.492960 -1.796939

Forces on atoms 1 to 6 (eV/Å):
0.208 -0.400 0.469
-0.233 0.338 -0.455
-0.010 -0.258 0.126
0.114 -0.020 0.294
-0.093 0.299 -0.074
-0.175 -0.036 -0.268

relative energy (zero: lowest compared OMol25 entry of this formula, charge and spin) = 69.5 kJ/mol
SMILES string = CC(C)=C(C)C.CSSC
Kohn-Sham gap = 9.15 eV
HOMO level = -8.411 eV
electronic energy = -30258.297 eV
total charge = 0

Here are the Mulliken charges for atoms 1 to 2, given in e:
1 C 1.354
2 C 0.983

=====

[6]
Computed, not measured: a 2-piece molecular cluster, C9H6ClI overall at a distorted geometry, with wB97M-V/def2-TZVPD.

Element x y z (Å)
C1 -2.235116 1.136907 -0.645749
C2 -2.909115 0.312556 -0.140532
C3 0.976387 -1.830129 0.669844
C4 0.817884 -1.606814 -0.649669
C5 1.004379 -0.755678 1.558389
C6 0.621423 -0.376820 -1.185294
C7 0.898747 0.526826 1.094447
C8 0.618770 0.784918 -0.357637
C9 0.413272 2.066557 -0.794916
Cl1 0.369135 3.368188 0.309167
I1 -4.277558 -1.249195 0.014100
H1 1.082646 -2.836271 1.053665
H2 0.664748 -2.347725 -1.360286
H3 0.811776 -0.868544 2.535702
H4 0.290745 -0.166541 -2.157197
H5 0.976358 1.483323 1.796971
H6 -0.124482 2.358449 -1.741011

Forces on atoms 1 to 6 (eV/Å):
3.443 3.817 -1.890
-3.751 -4.506 1.626
0.394 -0.287 1.676
-0.331 0.456 -1.545
-0.428 1.044 -2.981
-0.359 2.816 1.544

relative energy (zero: lowest compared OMol25 entry of this formula, charge and spin) = 470.7 kJ/mol
Kohn-Sham gap (alpha / beta) = 6.34 / 5.25 eV
HOMO level (alpha / beta) = -8.529 / -7.910 eV
electronic energy = -30045.691 eV
total charge = 0

Here are the Mulliken charges for atoms 1 to 2, given in e:
1 C -0.219
2 C -0.382

=====

Number 5 is which compound?
C8H18S2

=====

The highest total charge belongs to which entry?
C5H11N2

=====

Look up the total charge of the sixth one.
0